Entry 1:
# C3H9O2S

A molecular structure, C3H9O2S at a distorted geometry (ωB97M-V/def2-TZVPD, the Open Molecules 2025 dataset).

Last column: Mulliken charge in e.
Element x y z (Å)
S1 -2.118 0.477 -1.352  -0.599
H1 -0.706 2.291 -0.545  0.228
H2 -0.184 -1.707 2.083  0.455
H3 -1.448 -0.465 -0.023  0.308
C1 -0.645 1.550 -1.351  -0.578
C2 0.513 -0.184 0.249  -0.379
O1 0.130 -2.029 2.986  -0.693
H4 1.060 -2.117 2.679  0.277
H5 0.780 0.511 1.076  0.261
O2 -0.504 -1.087 0.554  -0.752
H6 1.534 0.933 -1.330  0.377
C3 0.507 0.602 -1.105  -0.767
H7 0.342 -0.150 -1.914  0.285
H8 -0.757 2.099 -2.282  0.285
H9 1.495 -0.722 0.276  0.292

Values from the calculation:
Kohn-Sham gap	0.276	hartree
E	-18187.434	eV
maximum force	2.64	eV Å⁻¹
net charge	-1
ΔE to the lowest compared entry with this formula, charge and spin	47.15	kJ/mol
LUMO energy	4.0046	eV

=====

Entry 2:
# C49H46IrN3OP2S

A molecular structure, C49H46IrN3OP2S (ωB97M-V/def2-TZVPD, the Open Molecules 2025 dataset).

Last column: Mulliken charge in e.
Element x y z (Å)
C1 2.240 -0.055 4.192  -1.584
H1 4.671 -3.940 2.649  0.450
C2 -0.273 -4.308 -1.673  0.053
H2 -5.551 1.712 -1.477  0.507
H3 -1.194 5.866 2.978  0.460
H4 -3.302 1.071 -0.699  -0.020
C3 -2.451 3.021 -1.070  0.704
H5 2.344 -1.024 3.700  0.179
C4 -1.642 -0.137 -5.083  -0.927
C5 -4.769 -2.247 0.281  -1.195
H6 5.149 1.662 -3.967  0.440
C6 -5.106 -1.333 2.511  -1.042
H7 0.445 -3.561 3.228  0.461
P1 -0.803 2.525 -0.588  0.849
H8 -6.465 -2.649 1.539  0.458
C7 -3.481 2.082 -1.058  -0.236
H9 6.381 0.722 -2.044  0.442
H10 2.688 1.695 -3.959  0.494
C8 -0.516 -5.453 -2.413  -0.836
H11 -3.420 0.478 4.092  0.297
H12 -2.183 -7.292 -0.101  0.443
H13 -2.981 -1.698 -0.786  0.637
H14 3.052 2.523 4.695  0.464
N1 0.212 2.483 -1.937  0.268
H15 0.341 3.201 -2.637  0.263
H16 2.684 -0.094 -0.047  0.121
H17 4.059 1.733 1.847  0.350
C9 2.472 1.082 3.191  1.962
H18 -1.782 -5.245 1.237  0.448
H19 5.156 -0.162 -0.091  0.463
H20 2.697 -4.095 4.123  0.446
H21 4.628 1.042 3.374  0.511
C10 1.193 4.073 0.523  -0.166
S1 -0.434 -2.850 0.654  -0.148
C11 -3.565 -1.593 0.122  -0.294
H22 -1.904 5.064 -1.506  0.495
C12 2.581 -3.807 3.087  -0.850
C13 -2.052 0.537 2.515  -1.015
C14 4.612 0.242 -0.935  -0.713
H23 -1.678 1.289 -3.485  0.331
H24 -4.152 5.677 -2.303  0.440
H25 -2.094 4.212 1.388  0.506
C15 3.688 -3.713 2.259  -0.536
H26 -1.374 -7.416 -2.429  0.426
C16 -0.169 3.779 0.517  0.609
C17 -5.526 -2.119 1.459  -0.665
C18 2.293 -3.066 0.408  -0.065
H27 -2.614 0.153 -5.461  0.481
H28 3.998 -0.022 2.106  0.102
H29 1.326 2.557 4.308  0.305
H30 1.854 -1.150 -3.771  0.471
C19 -1.193 -6.525 -1.844  -0.538
Ir1 -0.553 0.330 -0.183  2.757
H31 4.419 -3.274 0.286  0.480
C20 1.318 -3.513 2.588  -0.374
H32 -1.291 1.188 2.926  0.740
C21 0.336 -1.503 -5.244  -0.735
N2 -1.979 -0.029 1.327  0.153
N3 -3.171 0.181 3.162  -0.015
C22 3.224 1.299 -3.104  -0.443
H33 2.740 5.270 1.395  0.424
C23 -0.727 -4.264 -0.362  0.907
H34 -5.973 4.009 -2.282  0.424
H35 -0.175 -5.512 -3.439  0.473
C24 -1.115 0.499 -3.970  -0.423
O1 -0.234 -1.723 -0.387  -0.607
C25 4.607 1.274 -3.114  -0.896
C26 -3.133 -0.797 1.183  0.510
C27 0.148 0.138 -3.496  0.823
C28 -1.647 -6.459 -0.535  -0.780
C29 5.298 0.742 -2.031  -0.724
C30 -3.893 -0.672 2.345  0.310
C31 -2.694 4.322 -1.516  -0.495
H36 2.166 -2.782 -0.630  0.249
H37 0.234 -3.455 -2.108  0.206
C32 -3.960 4.671 -1.955  -0.796
H38 1.242 0.004 4.631  0.304
H39 0.904 -2.272 -5.753  0.470
C33 3.547 -3.336 0.926  -0.797
C34 3.225 0.270 -0.911  0.100
C35 -4.984 3.730 -1.943  -0.606
H40 -5.694 -1.237 3.415  0.487
C36 0.869 -0.872 -4.131  -0.787
H41 1.865 3.562 -0.154  0.266
C37 2.325 2.440 3.885  -1.669
C38 1.195 -3.157 1.254  0.688
H42 1.215 6.410 2.968  0.434
C39 0.755 0.777 1.157  -0.052
C40 -1.422 -5.314 0.217  -0.515
C41 2.531 0.800 -1.997  0.468
C42 -0.527 5.360 2.292  -0.800
C43 -4.749 2.439 -1.493  -0.777
P2 0.749 0.876 -1.977  0.189
C44 -1.030 4.423 1.404  -0.904
C45 1.686 5.025 1.401  -0.864
H43 -5.143 -2.876 -0.516  0.528
C46 3.877 0.953 2.588  -1.558
H44 2.971 0.006 5.001  0.497
H45 -1.326 -1.626 -6.593  0.439
H46 2.494 3.256 3.184  0.228
C47 1.480 0.961 2.105  -0.423
C48 0.827 5.665 2.285  -0.429
C49 -0.917 -1.137 -5.718  -0.591

Values from the calculation:
Kohn-Sham gap	0.291	hartree
E	-90318.706	eV
maximum force	0.37	eV Å⁻¹
net charge	+2
ΔE to the lowest compared entry with this formula, charge and spin	0.00	kJ/mol
LUMO energy	-5.4709	eV

=====

Entry 3:
# C4H10BrF6MgO3PS4SbTe

A molecular structure, C4H10BrF6MgO3PS4SbTe at a distorted geometry (ωB97M-V/def2-TZVPD, the Open Molecules 2025 dataset).

Last column: Mulliken charge in e.
Element x y z (Å)
Br1 -0.198 3.294 1.889  -0.732
H1 -1.201 -5.071 -0.658  0.406
H2 -0.642 0.562 3.380  0.127
H3 -2.546 -1.716 3.971  0.299
C1 -1.099 -2.990 0.078  -0.228
H4 -1.210 -3.859 -1.922  0.274
F1 1.871 3.748 -0.938  -0.744
F2 2.334 5.500 -3.197  -0.548
Sb1 1.025 4.186 -2.817  2.393
H5 -0.181 -1.174 3.606  0.305
S1 1.149 0.013 -3.607  -0.458
O1 -1.093 -0.740 1.756  -0.192
Te1 2.031 -1.727 1.701  -0.423
H6 0.309 -4.257 -0.958  0.253
H7 -3.170 -0.312 3.142  0.283
F3 2.220 2.888 -3.554  -0.435
C2 -2.353 -0.650 3.791  -1.166
C3 -0.950 -0.484 3.218  -0.008
H8 -0.723 -3.176 1.094  0.362
S2 2.903 -0.763 -3.453  -0.171
O2 -0.384 -1.789 -0.457  -0.029
S3 3.334 -0.761 -1.346  -0.079
C4 -0.771 -4.118 -0.928  -1.184
F4 0.044 5.388 -1.718  -0.550
P1 0.087 -0.689 0.637  0.015
H9 -2.462 -0.193 4.816  0.331
F5 0.021 4.618 -4.337  -0.535
O3 0.184 0.626 -0.023  0.235
F6 -0.130 2.633 -2.037  -0.741
Mg1 0.564 2.564 -0.304  0.896
S4 3.178 1.110 -0.968  -0.202
H10 -2.142 -2.658 0.143  0.247

Values from the calculation:
Kohn-Sham gap (alpha / beta)	0.160 / 0.143	hartree
E	-168717.397	eV
maximum force	2.86	eV Å⁻¹
net charge	-2
ΔE to the lowest compared entry with this formula, charge and spin	40.16	kJ/mol
spin multiplicity	2
LUMO energy (alpha / beta)	3.6118 / 3.5867	eV

=====

Entry 4:
# C8H23BrClFK2MgN4O4S

A molecular structure, C8H23BrClFK2MgN4O4S at a distorted geometry (ωB97M-V/def2-TZVPD, the Open Molecules 2025 dataset).

Last column: Mulliken charge in e.
Element x y z (Å)
H1 2.676 5.720 -0.887  0.334
O1 1.431 -3.053 0.756  -0.464
H2 -1.620 -3.920 -1.151  0.299
K1 3.711 1.673 0.256  0.981
S1 -4.631 -1.844 -1.798  0.230
H3 -5.685 -3.901 -1.476  0.108
C1 2.000 -1.050 -0.518  -0.378
H4 0.993 -1.144 -0.978  -0.048
C2 1.887 -1.758 0.892  -0.121
H5 -0.846 -3.593 0.320  0.106
H6 4.353 6.217 -1.091  0.371
C3 3.601 5.934 -0.360  -1.170
O2 3.098 4.412 1.470  -0.498
N1 -3.969 -3.697 0.592  -0.671
C4 4.065 4.753 0.447  0.152
H7 4.300 3.887 -0.176  0.135
H8 -4.350 -3.969 -2.548  0.385
H9 -2.812 -0.809 -0.564  0.437
Br1 3.200 -3.662 1.595  -0.057
H10 -2.177 -1.959 -1.800  0.487
Mg1 2.587 5.407 3.074  0.192
H11 2.862 -1.638 1.344  0.316
H12 1.280 -1.071 1.509  0.251
C5 2.012 3.627 1.265  0.750
H13 -2.559 -1.242 1.510  0.221
O3 1.343 3.264 2.204  -0.566
F1 3.163 5.437 -2.552  -0.883
C6 -2.962 -1.857 -0.989  -1.182
H14 3.403 6.794 0.297  0.253
C7 1.608 3.299 -0.143  -1.305
H15 -5.522 -1.365 -0.793  0.087
O4 2.480 0.198 -0.358  -0.692
H16 -2.746 -2.683 2.300  0.274
H17 -4.136 -4.482 -0.057  0.316
C8 -2.774 -2.884 0.238  0.954
K2 -6.427 -3.083 0.659  0.759
N2 -5.172 -3.432 -2.238  -0.398
H18 0.856 4.015 -0.475  0.359
N3 -2.303 -2.233 1.494  -0.588
H19 2.434 3.284 -0.851  0.594
H20 4.989 5.014 0.973  0.327
Cl1 -0.886 -6.171 -0.723  -0.746
H21 2.595 -1.737 -1.149  0.238
N4 -1.721 -3.857 -0.139  -0.543
H22 1.179 2.291 -0.153  0.220
H23 -4.808 -3.131 0.773  0.172

Values from the calculation:
Kohn-Sham gap	0.044	hartree
E	-157014.918	eV
maximum force	5.51	eV Å⁻¹
ΔE to the lowest compared entry with this formula, charge and spin	476.22	kJ/mol
LUMO energy	-3.8898	eV

=====

Which formula does entry 3 have?
C4H10BrF6MgO3PS4SbTe

=====

Which value of maximum force does entry 4 give?
5.51 eV Å⁻¹

=====

ΔE to the lowest compared entry with this formula, charge and spin of number 4 (C8H23BrClFK2MgN4O4S)?
476.22 kJ/mol